The following is a quantum chemistry calculation of a 28-piece molecular cluster, C4H62IO27S overall at a distorted geometry, from the Open Molecules 2025 dataset.

Summary:
DFT total energy = -2916.93857 Ha
charge = -1
HOMO-LUMO gap = 4.41 eV

Last column: Mulliken charge in e.
CARTESIAN COORDINATES (ANGSTROEM)
I (-2.93550, -0.55778, 1.77879)  -0.2014
S (0.97236, -2.74381, 0.38045)  -0.2665
O (-4.98296, -0.10756, -4.04919)  -0.5395
O (5.64239, -1.95447, 6.49074)  -0.6372
O (-2.71546, -2.40074, -1.55729)  -0.5717
O (6.48430, 4.34945, 2.89129)  -0.6383
O (0.31684, 5.67973, -2.10168)  -0.6094
O (-8.31635, -0.34001, 1.15770)  -0.6607
O (-6.50190, -2.61125, 3.12207)  -0.6440
O (6.11044, 1.53943, -1.74795)  -0.7080
O (2.95616, 1.52199, -0.70740)  -0.2036
O (3.69427, 3.94443, 2.13754)  -0.7051
O (2.89683, -1.95181, -3.19866)  -0.6652
O (-5.50322, 2.07284, -1.09521)  -0.6166
O (-5.04690, -3.01709, -2.91331)  -0.5348
O (-3.43155, 2.73283, -3.67281)  -0.6573
O (6.30403, 2.88769, 0.64186)  -0.5591
O (-7.46747, 1.17203, 4.00306)  -0.5975
O (5.91558, -6.34141, 2.93087)  -0.6385
O (-2.04643, -0.15829, -4.71380)  -0.6185
O (-0.81584, 3.85610, -4.23685)  -0.6000
O (3.27047, -2.70293, 4.44574)  -0.6225
O (-8.30160, -3.37627, 0.63061)  -0.6418
O (-5.73997, -0.97837, -0.40558)  -0.4333
O (3.17519, 3.12515, -3.07071)  -0.6144
O (1.57574, 3.85252, -0.38822)  -0.5195
O (0.16424, -0.49024, -3.10104)  -0.6187
O (5.45024, -0.79665, 1.05370)  -0.5420
O (4.78340, -4.07008, 1.61265)  -0.5866
C (-0.35793, -2.21647, 1.52383)  -0.5671
C (2.36506, -1.56340, 0.44622)  0.1831
C (2.52275, -0.79647, 1.77828)  -0.8376
C (-0.76004, -0.73782, 1.38718)  -0.8271
H (2.26699, -0.83318, -0.35209)  -0.0643
H (-0.52356, 4.59773, -3.69100)  0.3518
H (2.13067, 1.97996, -0.52960)  0.2040
H (-7.53139, -0.44579, 0.60511)  0.2949
H (-1.18409, -2.90192, 1.30268)  0.4884
H (-5.87584, 0.18924, -3.84974)  0.2713
H (-4.97083, -1.03641, 0.19167)  0.0334
H (5.38657, 2.06085, -2.11434)  0.3108
H (-6.36974, 2.38598, -0.81918)  0.2886
H (-8.19926, -2.41593, 0.67551)  0.3568
H (-3.64881, 2.25651, -2.86127)  0.3252
H (-4.25994, 3.13164, -3.94804)  0.2662
H (7.09332, 2.93716, 1.18912)  0.2556
H (-4.29073, -3.57394, -3.13269)  0.3015
H (-5.36315, -0.74894, -1.26415)  0.1706
H (5.76290, 4.85037, 2.49499)  0.3216
H (-6.91997, -3.10242, 2.40404)  0.3426
H (2.12377, -2.18742, -2.67162)  0.3107
H (-1.44576, 0.54115, -4.42745)  0.3364
H (5.11308, -6.55950, 3.41440)  0.3192
H (-0.72053, -0.87682, -3.10698)  0.2986
H (-8.01170, 0.23540, 1.86994)  0.3358
H (6.29546, -5.61131, 3.42932)  0.3143
H (-1.51934, 3.40103, -3.77321)  0.3180
H (4.43196, 3.39823, 1.82293)  0.4096
H (2.38823, -3.07817, 4.35987)  0.2841
H (3.26714, -2.15646, 0.31125)  0.3020
H (5.46510, -4.67433, 1.30301)  0.2872
H (5.60229, -1.70205, 0.75735)  0.2674
H (-5.79044, -3.41070, -3.38119)  0.2314
H (4.83201, -2.33469, 6.12367)  0.3281
H (-9.24923, -3.50488, 0.53952)  0.2837
H (-5.96140, -1.94661, 2.67769)  0.2786
H (3.29955, -1.23709, -2.69328)  0.3324
H (1.60859, -0.71793, 2.36512)  0.4981
H (3.27329, 1.91866, -1.52577)  0.1460
H (3.33181, -1.16713, 2.39797)  0.2382
H (-7.09096, 1.88944, 4.52094)  0.2902
H (0.75343, 4.23920, -0.71001)  0.2288
H (6.33980, -2.52718, 6.16161)  0.2921
H (3.95876, -4.44328, 1.27734)  0.3065
H (2.37821, 3.51742, -2.68813)  0.2958
H (-2.40729, -1.70354, -0.96147)  0.1665
H (2.08967, 4.60879, -0.08472)  0.2676
H (2.91585, 3.51743, 1.76036)  0.2890
H (3.73826, -3.02467, 3.66360)  0.3223
H (5.77464, 1.26516, -0.88358)  0.3371
H (2.79678, 0.22688, 1.51683)  -0.0968
H (-0.67897, -0.42772, 0.33626)  0.1450
H (-3.56562, -2.66481, -1.18965)  0.3384
H (-5.45521, 1.18168, -0.73605)  0.3917
H (6.58948, 3.13166, -0.24574)  0.3227
H (-4.93463, -1.00666, -3.69708)  0.3365
H (6.13127, 4.06489, 3.74022)  0.3087
H (6.29710, -0.35588, 0.92921)  0.2508
H (-8.28171, 0.94368, 4.46199)  0.3036
H (0.61951, 6.30250, -2.77213)  0.2873
H (-0.01764, -2.40307, 2.54791)  0.3120
H (0.56566, -0.80499, -3.91779)  0.3259
H (-0.54985, 6.01494, -1.84031)  0.2881
H (3.39074, 3.67869, -3.82613)  0.2496
H (-2.87152, 0.29791, -4.90993)  0.3027


The following is a quantum chemistry calculation of C13H33AlIN4O5 as an isolated structure, from the Open Molecules 2025 dataset.

Summary:
DFT total energy = -1650.68021 Ha
charge = -1
HOMO-LUMO gap = 6.60 eV

Last column: Mulliken charge in e.
CARTESIAN COORDINATES (ANGSTROEM)
I (-6.03280, 4.46008, 1.72565)  -0.4696
Al (-5.43907, 2.87472, -0.31478)  -0.0621
O (3.07249, -1.33690, 2.57968)  -0.6619
O (-6.91265, 4.55135, -2.13336)  -0.2318
O (-3.83968, 3.24159, -0.86962)  -0.1608
O (1.45469, 3.76205, 0.27585)  -0.5488
O (3.99128, -5.26288, -0.64007)  -0.6187
N (0.93948, -1.95895, 2.86487)  -0.1277
N (-0.76346, 2.17498, -0.28589)  -0.1306
N (-5.54499, 1.12286, 0.26956)  -0.5599
N (6.09010, -5.97382, -0.28388)  -0.1668
C (2.48332, -3.49297, 1.72371)  -1.2833
C (1.71265, 2.40306, -0.07994)  0.5268
C (5.18092, -5.14606, -0.87044)  0.8068
C (0.51818, 1.88746, -0.89513)  -0.9920
C (-0.21575, -2.81912, 2.74195)  -0.8428
C (1.95281, 1.53822, 1.14651)  -1.2732
C (5.70857, -4.07809, -1.80312)  -1.3400
C (-2.76513, 3.63479, -0.06307)  -0.6456
C (2.20669, -2.18220, 2.42272)  0.8525
C (-1.44232, 3.36796, -0.79254)  -0.4982
C (7.52777, -5.96937, -0.43048)  -0.8270
C (-6.88424, 3.20794, -1.63439)  -0.5356
C (-8.14419, 4.93293, -2.66561)  -0.6997
H (2.28749, 4.14952, 0.57950)  0.3171
H (-1.70693, 3.24768, -1.85369)  0.3166
H (-0.62415, -3.08197, 3.71973)  0.2840
H (0.06544, -3.73930, 2.23840)  0.3067
H (-2.83753, 4.69569, 0.20750)  0.2270
H (0.60001, 2.26016, -1.92865)  0.2943
H (8.02660, -5.78863, 0.52348)  0.2845
H (-1.00576, -2.34474, 2.15736)  0.2882
H (0.81650, -1.05513, 3.29484)  0.2440
H (6.24656, -4.51557, -2.64514)  0.4015
H (6.38701, -3.40005, -1.28400)  0.3647
H (-2.73494, 3.08007, 0.88736)  0.3089
H (1.86138, -3.61805, 0.83735)  0.3875
H (-1.37359, 1.37876, -0.41521)  0.2170
H (-8.32683, 4.47243, -3.65096)  0.2691
H (7.82341, -5.17910, -1.11377)  0.3001
H (0.62724, 0.79906, -0.94788)  0.4407
H (-8.97020, 4.64637, -1.99977)  0.2938
H (7.89211, -6.91535, -0.83583)  0.2839
H (-4.86918, 0.93815, 1.00661)  0.1768
H (2.57622, 2.06110, 1.87566)  0.3267
H (-0.74987, 4.20437, -0.70493)  0.3295
H (5.67472, -6.65661, 0.33003)  0.2263
H (4.85639, -3.51652, -2.17230)  0.2948
H (-7.84338, 2.99867, -1.12694)  0.2226
H (2.29863, -4.34285, 2.38246)  0.3621
H (3.52311, -3.49910, 1.41622)  0.2013
H (1.00179, 1.30264, 1.62915)  0.2245
H (2.45662, 0.60563, 0.88996)  0.3210
H (-6.83686, 2.50935, -2.48871)  0.3052
H (-6.44489, 0.97072, 0.72046)  0.1833
H (-8.14543, 6.01920, -2.78053)  0.2046
H (2.59363, 2.37374, -0.73594)  0.2814


The following is a quantum chemistry calculation of C35H57O3PScSi2 as an isolated structure at a distorted geometry, from the Open Molecules 2025 dataset.

Summary:
DFT total energy = -3274.31836 Ha
charge = +1
HOMO-LUMO gap = 6.72 eV

Last column: Mulliken charge in e.
CARTESIAN COORDINATES (ANGSTROEM)
Sc (1.24008, -0.09987, 0.99625)  -1.2044
P (-0.98991, -1.22592, 3.87800)  0.1206
Si (-2.33554, 1.31529, 0.38639)  -0.1814
Si (3.17709, -1.65968, -1.45031)  0.8154
O (0.56884, -1.85444, 0.15642)  -0.6981
O (1.65476, 1.98458, -1.51528)  0.9122
O (-1.87043, 2.41241, -4.73589)  -0.3375
C (-0.37833, -1.66469, 0.96170)  1.7469
C (-3.04896, 4.50736, -4.99248)  -1.4221
C (0.12788, -4.41276, 6.21347)  -0.7978
C (-1.43169, 0.30401, -5.79800)  -1.2208
C (3.51515, -3.11706, -0.31770)  -1.1966
C (-3.23478, 0.16700, -0.79059)  -0.4931
C (-1.42695, -2.51046, 1.37975)  0.4812
C (-0.60015, -2.30192, 5.27561)  0.5668
C (-2.18625, 1.02734, -4.69157)  0.3614
C (-2.83357, 0.91966, 2.14123)  -0.6905
C (-1.80954, -2.41055, 2.76251)  -0.6411
C (-0.14227, -3.62013, 5.09781)  -0.2831
C (1.77023, 1.46085, -2.89855)  1.1904
C (-0.50428, 1.22436, -0.07054)  -0.1821
C (-0.56625, -2.60794, 7.68190)  -0.5454
C (-0.07836, -3.91152, 7.50235)  -0.4540
C (-2.88608, 3.08996, 0.07665)  -1.1211
C (-0.81659, -1.79761, 6.57771)  -0.4659
C (0.61104, -0.37665, 3.43323)  0.7587
C (-2.79990, 3.29251, -4.10827)  0.2661
C (1.78157, -1.12825, 3.17243)  -0.4644
C (3.06848, -0.14617, -0.37085)  -0.6150
C (-2.14008, -3.34687, 0.49716)  -0.3090
C (-3.24009, -4.04751, 0.96309)  -0.7134
C (3.21483, 3.69889, -0.68975)  -1.1008
C (2.93783, 0.90292, 2.47121)  -0.4295
C (1.68335, -2.07717, -2.52190)  -0.9253
C (4.64525, -1.44662, -2.62050)  -1.3153
C (-2.94388, -3.11869, 3.18702)  -0.6588
C (-3.64906, -3.93313, 2.29966)  -0.6715
C (2.95330, -0.47748, 2.75309)  -0.4338
C (1.69795, 2.55404, -3.92663)  -1.8185
C (1.79452, 3.46974, -1.10784)  -0.2623
C (1.74322, 1.63515, 2.61383)  -1.0581
C (0.61422, 1.00867, 3.15868)  -0.2639
H (2.74236, 0.96324, -2.93296)  -0.0921
H (-1.19067, -0.77671, 6.69254)  0.3501
H (5.44268, -0.87143, -2.13158)  0.3387
H (-2.11407, 5.00954, -5.24407)  0.3051
H (-2.11514, 3.78292, 0.44072)  0.3040
H (3.85063, -0.32000, 0.39217)  0.4049
H (0.91022, -1.30181, -2.50855)  -0.0614
H (3.48467, 3.11976, 0.20325)  0.0203
H (-4.31343, 0.34817, -0.71070)  0.4469
H (-0.28930, 1.58239, 3.34410)  0.6563
H (0.97290, 0.72786, -3.01660)  -0.3109
H (-3.03848, -0.88338, -0.54862)  0.0707
H (1.23030, -3.01102, -2.16300)  0.3629
H (1.46312, 4.01543, -1.99320)  0.6124
H (3.45564, 0.73139, -0.90701)  0.4791
H (-2.93339, -0.15876, 2.31143)  0.0091
H (-1.82125, -3.41516, -0.54232)  0.5135
H (-2.92535, 0.34948, -1.82621)  -0.0527
H (3.95527, -2.78948, 0.63332)  0.2116
H (2.42525, 3.34637, -3.74152)  0.4720
H (1.91672, 2.12069, -4.91010)  0.4602
H (-3.76739, 2.80147, -3.88180)  0.4130
H (-3.27678, -3.02452, 4.22668)  0.4784
H (-3.05480, 3.29150, -0.98754)  0.1510
H (-2.33695, 3.61540, -3.16225)  -0.0995
H (-2.13042, 1.32629, 2.87584)  0.2391
H (4.22747, -3.79119, -0.81589)  0.3736
H (1.11203, 3.63672, -0.27364)  0.2087
H (3.91285, 3.46814, -1.50561)  0.3166
H (3.83346, 1.39659, 2.07640)  0.4176
H (-0.21556, 2.28115, -0.02305)  -0.1543
H (1.75993, -2.22482, 3.25066)  0.4090
H (-1.87363, 0.63228, -3.70396)  -0.3264
H (1.11956, 1.40517, -0.84747)  -0.1522
H (3.85545, -1.07985, 2.58004)  0.5343
H (0.49500, -5.43040, 6.07007)  0.3980
H (-3.54451, 4.22677, -5.92860)  0.3199
H (5.05111, -2.42956, -2.89254)  0.4014
H (-1.55967, 0.78441, -6.77833)  0.3121
H (-3.81534, 3.30522, 0.61794)  0.3964
H (-3.27141, 0.84116, -4.82859)  0.4487
H (-3.69281, 5.22553, -4.48413)  0.4081
H (-3.81369, 1.38835, 2.31347)  0.6271
H (0.68683, 2.97469, -3.98793)  0.4204
H (-0.75312, -2.22145, 8.68578)  0.3893
H (-3.79843, -4.69097, 0.28264)  0.4202
H (-0.01465, -4.02263, 4.09232)  0.3908
H (1.99870, -2.22778, -3.56475)  0.4099
H (1.70562, 2.68477, 2.33943)  0.5826
H (4.35822, -0.92207, -3.54115)  0.2865
H (-0.58588, 0.92171, -1.12496)  0.1042
H (0.13906, -4.53307, 8.37242)  0.3860
H (3.34277, 4.74689, -0.40862)  0.5014
H (-4.52677, -4.47907, 2.65306)  0.4339
H (-0.36643, 0.26674, -5.57531)  0.1704
H (2.59124, -3.67101, -0.10316)  0.2253
H (-1.78639, -0.72369, -5.88907)  0.4126